Run a
Entry from OMol25: one molecule with the formula C2H4O3 (wB97M-V/def2-TZVPD).

CARTESIAN COORDINATES (ANGSTROEM)
O1 0.797 1.273 -0.011
O2 -1.738 0.164 -0.241
O3 1.632 -0.861 -0.202
C1 0.756 -0.098 -0.038
C2 -0.648 -0.715 0.098
H1 -1.374 1.112 -0.100
H2 -0.762 -1.250 1.058
H3 1.674 1.875 0.006
H4 -0.335 -1.501 -0.571

* SMILES: O=C(O)CO
* multiplicity: 1
* HOMO: -10.54 eV
* HOMO-LUMO gap: 10.82 eV


Run b
Entry from OMol25: one molecule with the formula C2H4O3 (wB97M-V/def2-TZVPD).

CARTESIAN COORDINATES (ANGSTROEM)
O1 2.120 -0.487 -0.443
O2 -1.180 -0.911 -0.220
O3 -0.644 1.356 -0.136
C1 1.098 -0.265 0.131
C2 -0.243 0.077 -0.525
H1 -0.735 1.405 0.826
H2 -1.299 -0.981 0.737
H3 1.035 -0.290 1.243
H4 -0.152 0.096 -1.614

* SMILES: O=CC(O)O
* multiplicity: 1
* HOMO: -10.10 eV
* HOMO-LUMO gap: 10.53 eV


Short version: run b is the most stable of them.


Run a
Entry from OMol25: one molecule with the formula C2H4O3 (wB97M-V/def2-TZVPD).

CARTESIAN COORDINATES (ANGSTROEM)
O1 0.743 -0.692 -0.589
O2 -1.053 0.904 0.087
O3 0.256 -0.927 -1.926
C1 -0.142 0.884 1.148
C2 -0.299 -0.347 0.277
H1 -0.446 1.034 2.121
H2 1.084 -0.906 -2.415
H3 -0.965 -1.228 0.543
H4 0.823 1.277 0.754

* SMILES: OO[C@H]1CO1
* multiplicity: 1
* HOMO: -10.31 eV
* HOMO-LUMO gap: 11.21 eV


Run b
Entry from OMol25: one molecule with the formula C2H4O3 (wB97M-V/def2-TZVPD).

CARTESIAN COORDINATES (ANGSTROEM)
O1 0.209 1.463 -1.673
O2 -0.385 -0.968 1.033
O3 -0.426 -0.706 -1.769
C1 -0.110 0.470 -1.104
C2 0.267 0.270 0.522
H1 -0.780 -1.110 -0.824
H2 1.452 0.371 0.786
H3 -0.278 -1.102 2.045
H4 0.051 1.312 0.985

* SMILES: O=C(O)CO
* multiplicity: 1
* HOMO: -10.69 eV
* HOMO-LUMO gap: 10.92 eV


Run c
Entry from OMol25: one molecule with the formula C2H4O3 (wB97M-V/def2-TZVPD).

CARTESIAN COORDINATES (ANGSTROEM)
O1 1.539 -0.154 0.836
O2 2.906 0.044 0.459
O3 1.129 0.602 -1.297
C1 0.697 0.223 -0.238
C2 -0.712 -0.008 0.206
H1 -1.472 0.436 -0.483
H2 -0.807 -1.057 0.367
H3 2.839 0.678 -0.359
H4 -0.903 0.324 1.375

* SMILES: CC(=O)OO
* multiplicity: 1
* HOMO: -10.62 eV
* HOMO-LUMO gap: 11.40 eV


Short version: run b is the most stable of them.


Run a
Entry from OMol25: a 4-piece molecular cluster, C5H20N2O3 overall (wB97M-V/def2-TZVPD).

CARTESIAN COORDINATES (ANGSTROEM)
O1 -1.013 3.920 -1.569
O2 1.375 -0.788 -3.821
O3 2.125 2.031 0.099
N1 -0.767 0.193 -0.327
N2 -1.597 0.278 -2.574
C1 1.568 -2.492 2.060
C2 0.565 -1.459 2.721
C3 0.369 -0.284 1.749
C4 -1.962 -0.005 -1.155
C5 -1.011 -0.154 1.189
H1 -2.957 0.454 -1.090
H2 2.185 1.180 0.545
H3 0.862 -3.025 1.409
H4 1.332 2.384 0.516
H5 -1.639 0.669 1.663
H6 0.949 -1.167 3.689
H7 -0.792 -0.183 -2.948
H8 -0.480 1.183 -0.286
H9 -0.355 -2.065 2.924
H10 0.696 -1.457 -3.929
H11 0.673 0.559 2.370
H12 1.095 -0.163 -3.150
H13 -2.282 -1.030 -0.942
H14 -0.086 3.960 -1.330
H15 -1.342 3.022 -1.492
H16 2.387 -1.949 1.640
H17 1.910 -3.310 2.725
H18 1.255 -0.417 0.980
H19 -1.590 1.269 -2.693
H20 -1.472 -1.156 1.026

* SMILES: CCCCNCN.O.O.O
* multiplicity: 1
* HOMO: -9.62 eV
* HOMO-LUMO gap: 9.99 eV


Run b
Entry from OMol25: a 4-piece molecular cluster, C5H20N2O3 overall (wB97M-V/def2-TZVPD).

CARTESIAN COORDINATES (ANGSTROEM)
O1 2.043 1.895 1.708
O2 -1.386 0.541 1.785
O3 1.463 3.793 0.151
N1 0.073 -0.474 -1.343
N2 -0.127 -2.074 1.181
C1 -0.357 -2.699 -0.135
C2 0.534 1.918 -1.782
C3 -1.390 -3.907 -0.097
C4 -0.841 -1.550 -1.162
C5 -0.469 0.889 -1.152
H1 2.723 2.233 2.352
H2 -0.627 0.861 1.320
H3 -0.168 -2.824 1.900
H4 0.762 1.721 -2.864
H5 -1.947 -1.249 -1.040
H6 1.500 1.684 -1.204
H7 0.804 -0.488 -0.694
H8 -1.346 -4.486 0.861
H9 0.044 2.890 -1.584
H10 -0.803 -1.292 1.390
H11 -2.387 -3.468 -0.337
H12 -1.226 -4.628 -0.976
H13 1.893 4.586 0.441
H14 -1.587 1.193 -1.268
H15 -1.086 -2.098 -1.987
H16 0.496 -3.050 -0.586
H17 1.994 3.732 -0.682
H18 1.906 2.522 0.909
H19 -2.039 1.002 2.109
H20 -0.349 1.252 -0.117

* SMILES: CCNC[C@H](C)N.O.O.O
* multiplicity: 1
* HOMO: -8.22 eV
* HOMO-LUMO gap: 8.50 eV


Short version: run a is the most stable of them.


Run a
Entry from OMol25: a 3-piece molecular cluster, C5H12N2 overall (wB97M-V/def2-TZVPD).

CARTESIAN COORDINATES (ANGSTROEM)
N1 -2.403 -1.176 -0.180
N2 -0.450 -0.592 0.133
C1 2.293 -0.003 -0.743
C2 1.311 1.039 -0.313
C3 -0.140 -0.928 1.525
C4 -0.768 0.578 -0.262
C5 -1.497 1.507 -0.834
H1 2.465 -0.751 0.034
H2 -2.548 1.314 -0.993
H3 -1.065 2.446 -1.151
H4 -0.184 -2.013 1.614
H5 -2.701 -1.459 0.756
H6 -0.844 -0.480 2.229
H7 1.436 1.432 0.692
H8 3.268 0.456 -0.961
H9 1.142 1.819 -1.049
H10 -2.147 -2.048 -0.647
H11 1.960 -0.520 -1.645
H12 0.872 -0.619 1.793

* multiplicity: 1
* HOMO (alpha / beta): -8.15 / -7.61 eV
* HOMO-LUMO gap (alpha / beta): 8.56 / 8.17 eV


Run b
Entry from OMol25: C5H12N2 as an isolated structure (wB97M-V/def2-TZVPD).

CARTESIAN COORDINATES (ANGSTROEM)
N1 -0.580 0.947 -1.818
N2 -0.013 -1.820 1.080
C1 -2.007 0.118 1.080
C2 0.959 -0.219 -0.352
C3 -0.273 -0.083 -0.982
C4 2.050 0.799 -0.547
C5 1.071 -1.219 0.623
H1 -2.774 0.161 0.309
H2 -0.900 -0.956 -1.076
H3 2.284 0.932 -1.606
H4 -1.550 1.102 1.165
H5 1.773 1.780 -0.145
H6 -2.485 -0.097 2.037
H7 2.960 0.491 -0.033
H8 -1.527 1.012 -2.148
H9 0.154 -2.508 1.805
H10 -1.050 -0.942 1.142
H11 2.031 -1.332 1.131
H12 -0.121 1.832 -1.665

* multiplicity: 1
* HOMO: -7.83 eV
* HOMO-LUMO gap: 8.67 eV


Run c
Entry from OMol25: a 2-piece molecular cluster, C5H12N2 overall (wB97M-V/def2-TZVPD).

CARTESIAN COORDINATES (ANGSTROEM)
N1 0.897 1.200 0.023
N2 0.166 0.447 -2.256
C1 0.426 -2.297 0.872
C2 -0.329 -1.071 0.428
C3 -0.090 2.294 0.076
C4 0.722 0.176 -1.149
C5 -1.662 -1.052 0.446
H1 1.045 -2.686 0.054
H2 -0.054 2.888 -0.836
H3 0.123 2.929 0.934
H4 1.854 1.558 0.062
H5 -0.530 1.187 -2.217
H6 -2.269 -1.891 0.802
H7 -0.230 -3.116 1.201
H8 -1.076 1.849 0.193
H9 -2.239 -0.210 0.066
H10 0.582 0.397 0.701
H11 1.546 -0.526 -1.098
H12 1.116 -2.076 1.695

* multiplicity: 1
* HOMO: -7.11 eV
* HOMO-LUMO gap: 7.67 eV


Short version: run b is the most stable of them.


Run a
Entry from OMol25: one molecule with the formula C5H12N2 (wB97M-V/def2-TZVPD).

CARTESIAN COORDINATES (ANGSTROEM)
N1 0.287 1.306 2.040
N2 0.141 -1.384 -3.110
C1 -0.506 -1.203 -0.686
C2 0.578 -1.605 -1.727
C3 -0.215 0.664 0.925
C4 -0.156 2.672 2.363
C5 0.097 -0.586 0.548
H1 0.193 3.396 1.633
H2 0.813 -1.318 0.925
H3 -1.000 -0.363 -1.240
H4 -1.032 1.178 0.464
H5 -0.848 -1.608 -3.173
H6 0.980 -2.586 -1.391
H7 -1.175 -2.068 -0.477
H8 0.074 2.773 3.417
H9 1.385 -0.803 -1.570
H10 1.000 0.777 2.521
H11 -1.241 2.767 2.276
H12 0.624 -2.009 -3.738

* SMILES: CN/C=C/CCN
* multiplicity: 1
* HOMO: -7.46 eV
* HOMO-LUMO gap: 8.61 eV


Run b
Entry from OMol25: one molecule with the formula C5H12N2 (wB97M-V/def2-TZVPD).

CARTESIAN COORDINATES (ANGSTROEM)
N1 0.858 0.643 -1.462
N2 -0.381 -0.258 0.451
C1 2.172 -0.917 1.299
C2 0.847 -0.935 1.396
C3 -1.698 -0.085 -1.566
C4 -0.013 -0.292 -0.888
C5 -0.994 0.905 1.079
H1 0.235 -1.303 -1.215
H2 0.366 -1.365 2.273
H3 -1.739 0.527 1.783
H4 -1.626 -0.551 -2.550
H5 -1.882 0.986 -1.666
H6 1.788 0.271 -1.596
H7 2.808 -1.355 2.067
H8 -1.511 1.612 0.426
H9 2.688 -0.383 0.507
H10 -2.498 -0.555 -0.995
H11 -0.284 1.525 1.638
H12 0.864 1.531 -0.979

* SMILES: C=CN(C)[C@@H](C)N
* multiplicity: 1
* HOMO: -8.37 eV
* HOMO-LUMO gap: 9.39 eV


Run c
Entry from OMol25: one molecule with the formula C5H12N2 (wB97M-V/def2-TZVPD).

CARTESIAN COORDINATES (ANGSTROEM)
N1 1.673 -0.551 0.939
N2 -1.436 -1.199 -1.192
C1 1.723 1.796 0.090
C2 -0.423 0.492 0.330
C3 -2.566 -1.707 -1.435
C4 1.066 0.429 0.011
C5 -1.141 -0.849 0.195
H1 -2.900 -1.622 -2.466
H2 1.344 2.264 1.006
H3 -2.084 -0.727 0.734
H4 1.924 -0.098 1.816
H5 2.566 -0.889 0.593
H6 -3.227 -2.037 -0.627
H7 1.213 -0.051 -0.961
H8 -0.488 -1.611 0.624
H9 -0.563 0.880 1.342
H10 -0.893 1.184 -0.376
H11 2.811 1.782 0.048
H12 1.402 2.514 -0.672

* SMILES: C=NCC[C@@H](C)N
* multiplicity: 1
* HOMO: -9.22 eV
* HOMO-LUMO gap: 10.42 eV


Run d
Entry from OMol25: one molecule with the formula C5H12N2 (wB97M-V/def2-TZVPD).

CARTESIAN COORDINATES (ANGSTROEM)
N1 0.816 1.999 -1.237
N2 -0.949 -1.900 1.220
C1 1.460 -1.126 0.806
C2 0.087 -1.410 0.129
C3 -0.117 1.289 -0.437
C4 -1.131 1.704 0.353
C5 -0.269 -0.247 -0.833
H1 1.621 -2.016 1.438
H2 1.755 1.746 -1.020
H3 0.258 -2.307 -0.302
H4 0.254 -0.204 -1.865
H5 2.139 -1.220 -0.014
H6 -1.347 -0.396 -0.942
H7 -1.313 2.852 0.592
H8 -1.860 0.942 0.696
H9 0.614 1.947 -2.242
H10 -1.735 -2.041 0.550
H11 -1.065 -0.979 1.691
H12 1.424 -0.280 1.438

* SMILES: C=C(N)C[C@@H](C)N
* multiplicity: 1
* HOMO: -9.45 eV
* HOMO-LUMO gap: 10.27 eV


Short version: run c is the most stable of them.


Run a
Entry from OMol25: one molecule with the formula C5H12N2 (wB97M-V/def2-TZVPD).

CARTESIAN COORDINATES (ANGSTROEM)
N1 2.184 -0.284 1.321
N2 -2.741 0.081 0.490
C1 -1.221 -0.731 -1.305
C2 -1.387 0.146 -0.096
C3 -0.322 -0.056 1.042
C4 1.318 0.827 -0.501
C5 1.069 -0.294 0.332
H1 -0.662 -0.839 1.764
H2 3.081 -0.596 0.851
H3 -0.033 0.873 1.635
H4 -3.523 0.561 0.088
H5 -1.225 -1.783 -1.108
H6 -0.125 -0.410 -1.633
H7 -1.935 -0.435 -2.084
H8 1.800 0.678 -1.476
H9 -1.139 1.143 -0.307
H10 2.365 0.690 1.175
H11 0.980 -1.336 -0.111
H12 1.516 1.764 -0.077

* multiplicity: 1
* HOMO: -6.84 eV
* HOMO-LUMO gap: 4.31 eV


Run b
Entry from OMol25: one molecule with the formula C5H12N2 (wB97M-V/def2-TZVPD).

CARTESIAN COORDINATES (ANGSTROEM)
N1 -2.907 -0.894 -0.554
N2 -1.384 0.819 -0.193
C1 0.908 0.316 -0.960
C2 1.331 -0.527 1.553
C3 -0.030 1.504 -0.423
C4 -1.792 -0.345 -0.801
C5 1.024 -0.920 0.044
H1 -0.234 2.169 -1.251
H2 1.712 -1.346 2.266
H3 -1.173 -0.836 -1.538
H4 -1.794 1.300 0.640
H5 -3.158 -0.683 0.443
H6 0.528 1.789 0.519
H7 0.120 -1.555 -0.014
H8 2.200 0.193 1.519
H9 0.495 0.002 -1.985
H10 1.948 0.573 -1.079
H11 1.767 -1.485 -0.232
H12 0.439 -0.074 2.047

* SMILES: [H]/N=C\NCCCC
* multiplicity: 1
* HOMO: -8.61 eV
* HOMO-LUMO gap: 9.48 eV


Short version: run b is the most stable of them.


Run a
Entry from OMol25: C3H5CoO3 as an isolated structure (wB97M-V/def2-TZVPD).

CARTESIAN COORDINATES (ANGSTROEM)
Co1 -0.868 -2.427 1.140
O1 1.520 -1.843 0.098
O2 0.400 -0.367 1.364
O3 -0.531 -1.145 -0.373
C1 0.589 -0.996 0.274
C2 -0.964 0.898 -0.717
C3 -0.113 1.505 0.242
H1 0.839 1.923 -0.092
H2 -2.039 0.906 -0.525
H3 -0.654 0.871 -1.765
H4 2.388 -1.376 -0.720
H5 -0.568 2.050 1.073

* multiplicity: 5
* <S²>: 6.01
* total charge: +2
* HOMO (alpha / beta): -19.06 / -19.99 eV
* HOMO-LUMO gap (alpha / beta): 7.36 / 7.36 eV


Run b
Entry from OMol25: C3H5CoO3 as an isolated structure (wB97M-V/def2-TZVPD).

CARTESIAN COORDINATES (ANGSTROEM)
Co1 -1.869 -0.805 0.447
O1 -1.514 0.072 2.235
O2 -0.140 -1.360 -0.334
O3 -0.851 0.937 0.394
C1 0.893 -0.386 -0.547
C2 -0.601 0.813 1.828
C3 0.264 1.000 -0.489
H1 -0.067 -2.265 -0.749
H2 0.991 1.728 -0.105
H3 1.393 -0.561 -1.505
H4 1.587 -0.514 0.294
H5 -0.088 1.340 -1.469

* multiplicity: 5
* <S²>: 6.01
* total charge: +2
* HOMO (alpha / beta): -21.39 / -21.51 eV
* HOMO-LUMO gap (alpha / beta): 10.63 / 8.28 eV


Short version: run b is the most stable of them.


Run a
Entry from OMol25: C2H5ClS as an isolated structure (wB97M-V/def2-TZVPD).

CARTESIAN COORDINATES (ANGSTROEM)
Cl1 2.002 -0.213 -0.847
S1 -0.375 0.752 1.166
C1 1.188 -0.798 0.537
C2 -1.128 0.628 -0.464
H1 -0.662 1.422 -1.066
H2 0.471 -1.542 0.480
H3 1.907 -0.950 1.452
H4 -2.225 1.083 -0.461
H5 -1.178 -0.382 -0.796

* multiplicity: 1
* HOMO: -8.73 eV
* HOMO-LUMO gap: 8.89 eV


Run b
Entry from OMol25: a 2-piece molecular cluster, C2H5ClS overall (wB97M-V/def2-TZVPD).

CARTESIAN COORDINATES (ANGSTROEM)
Cl1 2.156 0.949 0.230
S1 3.004 -1.766 0.146
C1 2.084 -0.575 -0.462
C2 -2.103 0.547 -0.275
H1 -2.165 1.583 -0.722
H2 -3.182 0.309 0.018
H3 -1.752 -0.238 -0.918
H4 -1.589 0.679 0.639
H5 3.548 -1.487 1.343

* multiplicity: 1
* HOMO: -9.16 eV
* HOMO-LUMO gap: 8.75 eV


Short version: run a is the most stable of them.


Run a
Entry from OMol25: one molecule with the formula C4H8N2O3 (wB97M-V/def2-TZVPD).

CARTESIAN COORDINATES (ANGSTROEM)
O1 -0.716 1.004 1.732
O2 -0.870 -1.268 -2.011
O3 -1.438 2.703 0.585
N1 -0.082 0.660 -1.317
N2 0.089 -1.415 1.135
C1 0.635 -1.540 -0.277
C2 -0.119 -0.617 -1.233
C3 0.427 1.492 -0.330
C4 -0.616 1.815 0.657
H1 0.118 -2.391 1.471
H2 0.515 -2.476 -0.735
H3 1.638 -1.469 0.053
H4 1.272 1.069 0.313
H5 0.679 2.489 -0.766
H6 -0.472 1.162 -2.068
H7 -0.950 -1.405 1.081
H8 -0.110 0.187 1.710

* SMILES: NCC(=O)NCC(=O)O
* multiplicity: 1
* HOMO: -9.94 eV
* HOMO-LUMO gap: 10.46 eV


Run b
Entry from OMol25: one molecule with the formula C4H8N2O3 (wB97M-V/def2-TZVPD).

CARTESIAN COORDINATES (ANGSTROEM)
O1 2.956 -1.036 -0.398
O2 0.497 -1.953 0.228
O3 1.046 0.286 0.076
N1 -1.081 -0.389 -0.085
N2 2.578 0.065 -0.054
C1 3.198 1.180 0.162
C2 -2.288 -1.219 0.027
C3 -1.489 1.001 -0.173
C4 0.150 -0.826 0.060
H1 4.315 1.182 -0.026
H2 -2.703 -1.026 1.007
H3 2.730 1.902 0.642
H4 -0.745 1.811 -0.315
H5 -2.986 -0.982 -0.852
H6 -2.310 1.130 -0.975
H7 -1.924 -2.238 -0.168
H8 -1.944 1.112 0.844

* SMILES: C=[N+]([O-])OC(=O)N(C)C
* multiplicity: 1
* HOMO: -9.42 eV
* HOMO-LUMO gap: 10.14 eV


Run c
Entry from OMol25: C4H8N2O3 as an isolated structure (wB97M-V/def2-TZVPD).

CARTESIAN COORDINATES (ANGSTROEM)
O1 -2.249 0.525 0.564
O2 -0.534 1.960 0.220
O3 0.788 -2.255 0.070
N1 0.055 -0.269 1.034
N2 0.493 -0.558 2.330
C1 0.607 0.527 -1.981
C2 0.326 -1.010 -0.005
C3 -0.285 -0.379 -1.150
C4 -1.075 0.700 0.296
H1 0.881 0.276 2.760
H2 -0.004 1.217 -2.565
H3 -1.273 2.584 0.270
H4 -0.297 -0.894 2.878
H5 -0.917 -1.052 -1.727
H6 0.985 -2.458 1.006
H7 1.246 -0.048 -2.657
H8 1.252 1.135 -1.345

* multiplicity: 1
* HOMO: -8.02 eV
* HOMO-LUMO gap: 8.48 eV


Short version: run a is the most stable of them.


Run a
Entry from OMol25: C4H8N2O3 as an isolated structure (wB97M-V/def2-TZVPD).

CARTESIAN COORDINATES (ANGSTROEM)
O1 1.292 -1.334 -0.936
O2 -2.955 -0.601 0.636
O3 -1.321 -2.050 0.016
N1 -1.495 1.453 -0.598
N2 2.822 -0.151 0.472
C1 1.524 -0.354 -0.119
C2 0.452 0.621 0.068
C3 -1.911 -0.814 0.095
C4 -0.844 0.235 -0.527
H1 -0.701 -0.410 -1.571
H2 0.714 1.733 -0.339
H3 -1.607 2.059 0.570
H4 0.433 0.901 1.258
H5 3.550 -0.820 0.433
H6 -0.483 -1.961 -0.306
H7 3.150 0.349 1.720
H8 -2.622 1.144 -0.872

* multiplicity: 1
* HOMO: -9.31 eV
* HOMO-LUMO gap: 9.00 eV


Run b
Entry from OMol25: C4H8N2O3 as an isolated structure (wB97M-V/def2-TZVPD).

CARTESIAN COORDINATES (ANGSTROEM)
O1 -0.790 1.231 0.310
O2 3.174 -0.428 -0.352
O3 0.712 -1.077 0.180
N1 -0.511 -1.044 0.696
N2 1.672 1.380 -0.445
C1 -1.134 0.138 0.847
C2 -2.393 0.077 1.665
C3 2.208 0.213 -0.468
C4 0.660 -1.039 -1.685
H1 2.262 2.184 -0.284
H2 -2.602 -0.934 2.009
H3 1.484 -0.874 -2.373
H4 0.555 1.432 -0.139
H5 0.377 -2.083 -1.724
H6 -2.278 0.733 2.532
H7 -3.233 0.443 1.073
H8 -0.164 -0.352 -1.841

* multiplicity: 1
* HOMO: -8.50 eV
* HOMO-LUMO gap: 7.96 eV


Short version: run a is the most stable of them.